{
  "formula": "C45H62N3PPbS4",
  "method": "wB97M-V/def2-TZVPD",
  "elements": ["Pb", "S", "S", "S", "S", "P", "N", "N", "N", "C", "C", "C", "C", "C", "C", "C", "C", "C", "C", "C", "C", "C", "C", "C", "C", "C", "C", "C", "C", "C", "C", "C", "C", "C", "C", "C", "C", "C", "C", "C", "C", "C", "C", "C", "C", "C", "C", "C", "C", "C", "C", "C", "C", "C", "H", "H", "H", "H", "H", "H", "H", "H", "H", "H", "H", "H", "H", "H", "H", "H", "H", "H", "H", "H", "H", "H", "H", "H", "H", "H", "H", "H", "H", "H", "H", "H", "H", "H", "H", "H", "H", "H", "H", "H", "H", "H", "H", "H", "H", "H", "H", "H", "H", "H", "H", "H", "H", "H", "H", "H", "H", "H", "H", "H", "H", "H"],
  "coordinates": [[0.42811, 0.00114, -0.23516], [1.70484, 2.55245, -0.34286], [2.21331, -0.06804, -2.51712], [-2.44566, 0.51462, 0.73307], [-0.02753, -3.05595, 0.55378], [1.03939, 0.72490, 3.05943], [-1.07399, -1.73253, -2.07671], [2.92723, -1.34862, 0.75223], [-1.39484, 1.46614, -2.03123], [-2.30215, -0.94817, 5.85353], [-1.36012, 4.04722, 3.76913], [2.71902, 2.57155, -1.78684], [4.76120, 0.92877, 5.14139], [-0.82247, 2.77369, 3.10503], [-1.38825, 0.27354, 6.02882], [-2.29497, 3.73593, -1.74026], [-0.15317, -2.68112, -2.70983], [0.54779, 2.40109, 3.68574], [3.23358, 0.79058, 4.99578], [2.82428, 0.49888, 3.53947], [-2.68104, -3.67608, 0.66598], [-4.00719, -3.69919, 0.25989], [5.19523, 0.50269, 2.70442], [-3.53653, 4.36161, 0.20633], [-2.11720, 2.43978, -1.25998], [1.56739, 3.47907, 3.25225], [3.81571, 1.17013, 2.58130], [-3.36454, 3.07638, 0.69760], [3.56393, -2.12728, 0.20309], [2.93656, 1.54230, -2.62716], [3.84041, 1.70354, -3.83379], [4.27877, -3.12846, -0.54251], [4.39067, -2.96829, -1.92088], [-1.56975, -0.80352, -3.08625], [-2.64781, 2.08440, 0.00630], [-0.58806, 2.04881, -3.09760], [-2.29537, 0.42118, -2.54440], [5.06590, -3.93077, -2.65699], [-1.83997, -1.83355, 4.67972], [-1.66571, -3.04379, -0.06961], [5.47119, 0.02115, 4.14006], [0.06339, -0.09073, 5.72504], [5.50071, -5.18839, -0.65296], [3.38348, 3.91857, -2.04530], [5.62205, -5.03514, -2.02682], [4.82687, -4.23525, 0.09506], [0.91533, 4.86349, 3.09838], [-2.99035, 4.70182, -1.02183], [-4.37036, -3.08725, -0.92831], [-0.22781, 5.03821, 4.09382], [-1.08005, -1.01067, 3.64528], [-3.38935, -2.45952, -1.68682], [-2.05783, -2.41404, -1.28205], [0.24346, -0.49281, 4.23834], [0.52903, 4.96969, 2.07947], [6.14358, -5.78563, -2.60862], [0.47504, 2.40074, 4.78081], [-2.22749, -1.31597, -3.80854], [4.40074, 0.78183, -4.00711], [-2.08330, 4.51319, 3.09358], [4.47008, 3.87195, -1.89661], [0.35102, -0.93516, 6.36639], [4.70988, -4.34521, 1.16484], [3.25426, 1.88810, -4.74376], [3.90463, -2.11242, -2.38662], [0.94546, -1.33524, 4.20006], [0.01767, 2.85413, -2.68526], [2.75073, 1.70661, 5.35080], [5.14631, -3.82032, -3.73090], [-1.71169, -0.18715, 3.30395], [-0.60472, 6.06514, 4.08724], [0.15433, 4.85558, 5.10592], [6.54716, -0.01839, 4.33220], [-4.75395, -4.18233, 0.88229], [-2.69622, -2.32292, 4.21065], [-2.31197, -1.53222, 6.78097], [3.45374, 1.13149, 1.55279], [2.37663, 3.53055, 3.98954], [-3.77293, 2.80452, 1.66481], [-0.69265, -0.49176, -3.65487], [5.92301, -6.05686, -0.16360], [2.98761, 4.66217, -1.35677], [0.72183, 0.73063, 6.00351], [-4.08169, 5.09485, 0.79215], [5.06151, 1.96524, 4.95055], [-1.70049, 1.07070, 5.34810], [5.09783, -1.00086, 4.27177], [5.26045, -0.34024, 2.00983], [0.10495, 1.30532, -3.48490], [-3.32956, -0.61238, 5.68638], [-2.96139, 0.12903, -1.73378], [-1.87258, 4.01066, -2.69690], [-2.90537, 0.84687, -3.35909], [5.06428, 0.70327, 6.16778], [2.87708, -0.01655, 5.64150], [3.20993, 4.27638, -3.06690], [2.01861, 3.20519, 2.29546], [5.96796, 1.21749, 2.40333], [-1.54751, 1.96269, 3.18564], [-5.40250, -3.07661, -1.26007], [0.22853, -3.37077, -1.95959], [-1.21340, 2.42897, -3.92503], [-0.70840, 2.92494, 2.02635], [2.92636, -0.58079, 3.36241], [-3.68571, -1.97041, -2.60648], [-1.90269, 3.79005, 4.68602], [4.55597, 2.52360, -3.72432], [3.90137, 2.23103, 2.82867], [0.68358, -2.13344, -3.14915], [-1.48236, 0.67896, 7.04072], [-3.09321, 5.70386, -1.42209], [-0.67032, -3.24494, -3.50454], [1.67174, 5.64316, 3.22393], [-1.18813, -2.63615, 5.04613], [-2.39130, -4.14445, 1.59911], [-0.86658, -1.60121, 2.75066]],
  "e_homo_ev": -1.03,
  "spin_multiplicity": 1,
  "gap_ev": 5.120,
  "charge": -2,
  "relative_energy_ev": 0.000
}

---

{
  "formula": "C45H64AsCsN6O8S2Se",
  "method": "wB97M-V/def2-TZVPD",
  "elements": ["Cs", "Se", "As", "S", "S", "O", "O", "O", "O", "O", "O", "O", "O", "N", "N", "N", "N", "N", "N", "C", "C", "C", "C", "C", "C", "C", "C", "C", "C", "C", "C", "C", "C", "C", "C", "C", "C", "C", "C", "C", "C", "C", "C", "C", "C", "C", "C", "C", "C", "C", "C", "C", "C", "C", "C", "C", "C", "C", "C", "C", "C", "C", "C", "C", "H", "H", "H", "H", "H", "H", "H", "H", "H", "H", "H", "H", "H", "H", "H", "H", "H", "H", "H", "H", "H", "H", "H", "H", "H", "H", "H", "H", "H", "H", "H", "H", "H", "H", "H", "H", "H", "H", "H", "H", "H", "H", "H", "H", "H", "H", "H", "H", "H", "H", "H", "H", "H", "H", "H", "H", "H", "H", "H", "H", "H", "H", "H", "H"],
  "coordinates": [[15.16068, 15.34664, 15.49831], [13.90546, 19.27436, 19.99422], [13.29110, 15.67662, 12.82545], [20.33335, 12.23811, 19.69264], [13.82835, 10.68618, 18.79619], [17.87791, 13.91194, 14.54910], [12.93218, 9.66745, 19.36896], [17.38776, 13.81170, 17.25352], [17.37470, 10.20451, 12.22262], [15.12909, 14.39947, 18.27558], [12.61987, 15.18145, 17.58941], [10.91584, 13.35620, 16.01716], [16.65721, 17.85362, 20.90266], [13.96127, 14.07609, 13.41528], [19.57613, 10.07708, 18.30190], [18.30002, 10.58017, 20.28038], [15.60346, 14.01532, 20.39400], [19.66264, 12.48851, 14.69965], [13.54652, 17.82814, 17.47050], [11.35720, 11.28948, 12.76555], [20.41367, 11.55197, 15.42224], [13.27225, 18.49202, 11.25212], [17.73429, 8.71124, 18.93897], [11.80476, 12.65247, 12.99954], [9.33976, 17.06510, 12.43500], [15.89879, 14.00656, 19.13386], [14.84589, 8.52884, 17.29152], [16.20172, 8.81525, 15.35459], [19.59860, 12.32194, 13.20790], [17.62014, 9.48106, 20.05034], [15.94655, 17.38645, 7.06274], [12.74657, 11.57999, 17.64693], [15.60387, 15.87040, 9.05111], [17.29685, 13.64363, 18.67917], [19.23109, 8.20005, 16.88067], [13.34702, 12.86382, 13.27127], [10.56713, 16.30033, 13.02521], [11.40375, 15.63898, 12.05652], [19.37182, 10.85335, 19.39569], [10.82649, 16.42409, 14.64021], [14.42827, 17.92953, 9.31152], [18.53654, 13.14424, 16.77062], [14.17967, 16.13198, 10.93888], [14.18214, 14.31832, 20.63438], [13.91211, 17.44727, 10.52016], [8.99779, 17.13859, 11.11570], [14.83765, 9.90584, 17.51902], [15.43243, 7.96464, 16.15185], [18.79772, 9.04003, 18.05426], [16.46548, 13.76855, 21.47915], [15.74081, 10.67657, 16.74843], [13.73196, 10.55608, 13.24996], [13.72484, 18.31675, 18.49417], [15.79330, 14.05369, 10.81616], [14.21859, 11.75494, 13.51861], [7.79480, 17.90428, 10.69623], [16.46808, 10.09563, 15.72600], [15.48494, 17.02620, 8.48336], [12.38212, 10.22593, 12.90367], [15.07622, 15.32917, 10.29448], [11.51319, 14.68497, 9.48878], [9.90958, 16.43326, 10.23424], [11.01057, 15.47730, 10.62237], [18.66365, 13.24499, 15.26449], [19.41322, 13.62514, 17.17295], [8.69709, 17.62040, 13.16546], [15.32132, 13.81251, 11.91794], [13.63163, 13.80138, 19.89087], [18.92995, 13.02570, 12.73896], [17.07591, 7.82667, 18.83915], [17.40157, 12.59150, 18.94193], [18.42252, 7.58884, 16.46621], [7.24303, 18.96905, 11.10274], [19.54257, 8.89503, 16.13882], [16.72631, 8.30529, 14.55480], [11.83863, 11.73279, 18.14565], [15.75158, 12.98550, 9.96442], [10.85640, 14.10377, 8.62687], [7.81643, 18.27216, 9.80857], [9.95615, 15.95893, 15.15509], [13.32215, 12.45763, 17.30207], [16.98174, 9.19962, 20.87874], [15.84205, 11.72188, 17.07024], [15.14899, 11.99357, 13.86665], [11.46385, 13.15248, 15.25743], [15.25478, 17.82399, 6.51596], [21.44059, 11.65066, 14.98886], [13.07376, 14.89491, 18.37694], [12.72051, 16.15982, 17.67254], [11.97120, 13.84135, 9.93078], [18.07609, 14.26842, 19.11001], [17.29970, 9.63421, 11.43215], [13.63101, 19.57800, 11.28717], [16.08972, 12.90320, 22.08809], [16.01481, 18.48917, 20.48115], [20.52849, 11.80357, 16.45941], [16.57367, 14.65284, 22.10270], [16.50297, 16.28872, 6.35562], [13.83235, 13.88799, 21.55465], [16.81127, 14.01594, 10.67440], [20.57656, 12.36869, 12.82123], [17.24396, 17.61310, 20.17493], [20.11172, 7.58057, 17.24905], [12.19875, 18.55506, 10.99681], [6.89383, 17.39086, 10.90262], [17.17773, 10.71932, 15.14636], [12.31569, 15.34050, 8.88250], [16.25967, 15.14951, 8.39286], [12.05168, 15.77686, 14.78014], [16.41885, 10.54183, 12.13077], [14.55597, 18.87547, 8.95953], [13.93371, 15.35603, 20.65798], [18.66278, 12.06683, 17.09494], [12.54476, 10.71826, 16.81035], [11.36175, 13.52394, 13.21427], [9.75399, 16.55200, 9.13833], [11.50792, 14.04944, 16.40706], [10.28729, 11.54526, 12.85142], [10.71492, 17.38012, 14.97711], [19.33052, 11.21734, 12.97856], [20.06659, 10.46918, 15.39972], [15.26322, 6.88080, 15.98253], [12.97010, 18.38964, 12.31509], [17.42739, 13.42898, 21.06362], [11.70143, 9.20769, 12.89667], [14.24417, 7.91196, 17.98934], [16.67731, 18.14365, 7.25083], [14.29389, 9.52914, 13.28152]],
  "e_homo_ev": -2.59,
  "spin_multiplicity": 1,
  "gap_ev": 5.919,
  "charge": -2,
  "relative_energy_ev": 13.888
}